Here is one molecule with the formula C2H5N3S2 at a distorted geometry from OMol25. Energies are from ωB97M-V/def2-TZVPD.

XYZ file:
```
12
Properties=species:S:1:pos:R:3:nbo_charge:R:1
C 0.35 -0.47 -1.05 -0.18
C -0.96 0.95 1.02 -0.10
N -1.04 -0.25 -1.05 -0.13
N 1.13 -0.06 -0.03 -0.60
N -1.52 0.23 0.10 -0.28
S -3.06 -0.33 0.24 -0.12
S 2.36 -1.05 0.43 0.35
H 0.51 -1.61 -1.53 0.20
H 0.73 0.20 -1.89 0.28
H -1.63 0.94 1.93 0.23
H -0.09 1.54 0.82 0.23
H 3.23 -0.08 1.01 0.13
```

Properties
**Energy**: -28288.948 eV
**Molar mass**: 135.2 g mol⁻¹
**Frontier orbital gap (alpha / beta)**: 6.563 / 5.897 eV
**ΔE to the lowest compared entry with this formula, charge and spin**: 744.84 kJ/mol